{"formula": "C14H19NO2", "method": "ωB97M-V/def2-TZVPD", "e_above_lowest_ev": 2.077, "molar_mass_g_mol": 233.31, "spin_multiplicity": 1, "energy_ev": -20410.0648, "total_charge": 0, "lumo_energy_ev": 0.8598, "smiles": "CCc1oc2ccccc2c1CNCCOC", "species": ["C", "C", "C", "O", "C", "C", "C", "C", "C", "C", "C", "C", "N", "C", "C", "O", "C", "H", "H", "H", "H", "H", "H", "H", "H", "H", "H", "H", "H", "H", "H", "H", "H", "H", "H", "H"], "coordinates": [[-2.560756, 1.570355, -3.552631], [-2.507671, 0.558480, -2.431283], [-1.769125, 1.144156, -1.278801], [-2.373638, 2.002553, -0.346182], [-1.412918, 2.283857, 0.580161], [-1.538184, 3.141948, 1.658628], [-0.431009, 3.326575, 2.517859], [0.751438, 2.595685, 2.295844], [0.860864, 1.764164, 1.160947], [-0.242682, 1.606666, 0.297786], [-0.493270, 0.819525, -0.897851], [0.484157, -0.111089, -1.610990], [0.636024, -1.345467, -0.832968], [1.821010, -1.574105, 0.030789], [1.758545, -3.024909, 0.592404], [2.652388, -3.260019, 1.680185], [2.210240, -4.276683, 2.576859], [-1.521610, 1.747534, -3.879489], [-3.070459, 1.113292, -4.394716], [-3.020190, 2.530393, -3.270706], [-3.483829, 0.288507, -2.064292], [-2.036639, -0.366170, -2.740874], [-2.439871, 3.721752, 1.850118], [-0.495541, 4.002678, 3.333290], [1.561092, 2.828321, 2.952238], [1.798598, 1.295269, 0.911807], [1.478309, 0.357778, -1.758045], [0.052607, -0.369505, -2.605803], [-0.216112, -1.529576, -0.310149], [1.785160, -0.896562, 0.874655], [2.743350, -1.359481, -0.542925], [0.718052, -3.196016, 0.890773], [1.946462, -3.770292, -0.187614], [2.419484, -5.269637, 2.164727], [1.175891, -4.168708, 2.820255], [2.759832, -4.181268, 3.515994]], "forces_ev_per_a": [[0.468, -0.067, -0.691], [-0.372, 1.075, 0.997], [1.443, -1.105, 1.264], [0.095, -0.488, -1.137], [-0.183, 0.258, 0.313], [0.327, 0.768, 0.864], [-0.520, -1.509, -1.652], [-0.933, 0.238, -1.321], [-0.345, 0.610, 0.493], [1.044, -0.425, 0.607], [-0.058, 1.012, -0.601], [-0.590, 0.035, 0.484], [0.502, -0.947, 0.020], [-0.391, -0.117, -0.261], [0.052, 0.032, -0.373], [-0.514, 0.482, 0.058], [1.110, 0.146, -0.354], [-0.403, 0.201, 0.071], [-0.288, 0.281, -0.259], [0.102, -0.466, -0.079], [-0.661, -0.085, -0.063], [0.238, -0.037, -0.041], [0.066, -0.269, -0.210], [-0.111, 0.453, 0.562], [0.646, -0.337, 0.150], [0.144, -0.151, 0.119], [-0.573, -0.172, 0.043], [0.505, 0.267, 0.526], [0.255, 0.098, -0.094], [0.307, 0.162, 0.478], [-0.449, -0.301, 0.231], [-0.031, 0.063, 0.294], [0.093, 0.166, -0.201], [-0.204, -0.016, -0.009], [-0.931, 0.026, -0.009], [0.159, 0.117, -0.217]]}